[1]
Here is a structure of composition C16H32EuO5S3 from the OMol25 dataset. Energies are from ωB97M-V with the def2-TZVPD basis set.

Multiplicity: 7
Expectation value of S²: 12.010
LUMO level (spin up / spin down) in eV: -11.098 / -8.306
Net charge: +3
Energy relative to the best compared isomer or geometry (same formula, charge and spin) in eV: 0.000

The geometry in XYZ format:
```
57
C16H32EuO5S3 (ωB97M-V with the def2-TZVPD basis set)
Eu -0.07 -0.07 -0.11
C 1.79 -2.66 -1.26
C 0.59 -2.77 -2.18
O -0.20 -1.58 -2.00
C -1.26 -1.40 -2.97
C -2.42 -0.73 -2.28
O -1.91 0.46 -1.62
C -2.94 1.31 -1.05
C -3.39 0.76 0.28
O -2.20 0.52 1.07
C -2.44 -0.26 2.27
C -2.23 -1.72 1.96
O -0.93 -1.83 1.35
C -0.39 -3.17 1.26
C 1.10 -3.04 1.08
O 1.40 -2.10 0.02
H 2.53 -1.98 -1.67
H 2.25 -3.64 -1.12
H -0.03 -3.64 -1.96
H 0.94 -2.83 -3.21
H -1.59 -2.37 -3.35
H -0.89 -0.80 -3.80
H -2.86 -1.40 -1.53
H -3.18 -0.46 -3.01
H -3.79 1.38 -1.74
H -2.50 2.29 -0.94
H -3.95 -0.17 0.18
H -4.02 1.49 0.79
H -3.44 -0.08 2.66
H -1.71 0.07 3.01
H -2.98 -2.12 1.27
H -2.26 -2.30 2.88
H -0.88 -3.70 0.44
H -0.59 -3.70 2.19
H 1.53 -4.01 0.87
H 1.55 -2.64 1.98
C 2.07 2.21 -2.03
C 1.40 3.37 -1.31
S 0.10 2.93 -0.09
C 0.84 3.45 1.50
C 0.82 2.41 2.61
S 1.38 0.73 2.23
C 3.13 0.86 1.73
C 3.45 1.51 0.39
S 2.56 0.77 -1.03
H 1.41 1.79 -2.79
H 2.95 2.58 -2.55
H 2.11 3.99 -0.78
H 0.92 4.01 -2.05
H 1.85 3.78 1.29
H 0.28 4.32 1.83
H 1.41 2.77 3.46
H -0.20 2.26 2.99
H 3.65 1.39 2.52
H 3.48 -0.17 1.75
H 3.24 2.57 0.39
H 4.51 1.38 0.19
```

[2]
Here is a cluster of 2 separate species, C4H8ClNO3 in total from the OMol25 dataset. Energies are from ωB97M-V with the def2-TZVPD basis set.

LUMO level in eV: 0.336
Energy relative to the best compared isomer or geometry (same formula, charge and spin) in eV: 2.608

The geometry in XYZ format:
```
17
C4H8ClNO3 (ωB97M-V with the def2-TZVPD basis set)
C 3.59 1.10 0.00
C -0.88 -0.48 -0.55
C -1.71 0.79 -0.71
C 0.80 -1.63 1.09
N 0.14 -0.36 0.62
O 2.54 1.12 -0.50
O 4.58 1.16 0.55
O -2.39 0.84 0.59
Cl 1.75 -2.13 -0.44
H -0.49 -0.98 -1.44
H -1.55 -1.23 -0.09
H -1.22 1.69 -0.80
H -2.44 0.81 -1.62
H -0.07 -2.32 1.13
H -0.53 -0.01 1.30
H 1.03 0.19 0.29
H -3.16 1.44 0.55
```

[3]
Here is an isolated molecule of C4H6N2O from the OMol25 dataset. Energies are from ωB97M-V with the def2-TZVPD basis set.

LUMO level (spin up / spin down) in eV: 0.182 / 0.182
Energy relative to the best compared isomer or geometry (same formula, charge and spin) in eV: 5.255

The geometry in XYZ format:
```
13
C4H6N2O (ωB97M-V with the def2-TZVPD basis set)
C -0.61 1.43 -0.30
C -0.54 -0.64 1.00
C 0.04 0.18 -0.13
C 1.48 -0.07 -0.34
N -1.01 -1.04 -0.24
N -1.80 -1.60 -0.90
O -1.69 1.69 0.22
H -0.39 2.10 -1.11
H 0.08 -1.49 1.41
H -1.36 -0.19 1.58
H 1.76 -1.13 -0.42
H 2.08 0.41 0.46
H 1.97 0.35 -1.22
```

[4]
Here is a structure of composition CH4HgIO from the OMol25 dataset. Energies are from ωB97M-V with the def2-TZVPD basis set.

Multiplicity: 2
Expectation value of S²: 0.754
LUMO level (spin up / spin down) in eV: -12.420 / -13.185
Net charge: +2

The geometry in XYZ format:
```
8
CH4HgIO (ωB97M-V with the def2-TZVPD basis set)
Hg -0.24 -3.64 2.09
I 1.61 -1.42 2.04
C -0.53 1.00 -0.76
O 0.52 0.38 -1.17
H -1.04 0.48 0.05
H -0.08 1.88 -0.29
H -1.21 1.32 -1.54
H 0.97 0.02 -0.41
```

[5]
Here is a cluster of 3 separate species, C5H11N3O in total from the OMol25 dataset. Energies are from ωB97M-V with the def2-TZVPD basis set.

LUMO level (spin up / spin down) in eV: 0.747 / 0.747
Energy relative to the best compared isomer or geometry (same formula, charge and spin) in eV: 8.383

The geometry in XYZ format:
```
20
C5H11N3O (ωB97M-V with the def2-TZVPD basis set)
C 1.96 1.12 1.26
C 0.53 0.50 -1.81
N 1.39 -0.16 0.95
C -0.11 0.06 -0.58
C -0.95 -0.31 0.26
N -1.38 -0.75 1.45
C -2.41 -0.55 -1.22
O 2.41 -0.92 0.29
N -3.57 -0.68 -0.78
H 2.31 -1.81 0.66
H -0.67 -1.27 1.95
H -2.11 -0.21 1.91
H -3.62 -0.57 0.24
H -2.28 -0.65 -2.30
H 1.19 1.72 1.75
H 2.80 1.02 1.96
H 2.34 1.65 0.37
H 0.41 1.57 -1.98
H 1.60 0.28 -1.71
H 0.15 -0.04 -2.67
```

[6]
Here is a cluster of 11 separate species, C6H35NO11 in total from the OMol25 dataset. Energies are from ωB97M-V with the def2-TZVPD basis set.

Structure (SMILES): C[C@@H](O)CCN(C)C.O.O.O.O.O.O.O.O.O.O
LUMO level in eV: -0.053
Energy relative to the best compared isomer or geometry (same formula, charge and spin) in eV: 6.891

The geometry in XYZ format:
```
53
C6H35NO11 (ωB97M-V with the def2-TZVPD basis set)
C -1.10 1.62 2.57
C -0.23 0.68 1.63
O -0.06 -0.58 2.24
C -0.65 0.51 0.12
C 0.54 0.08 -0.74
N 0.03 -0.33 -2.12
C -0.14 0.82 -3.10
C 1.02 -1.41 -2.61
H -0.52 2.10 3.30
H -1.69 2.32 1.87
H -1.66 1.03 3.14
H 0.83 1.22 1.87
H -0.85 -0.95 2.65
H -1.33 -0.29 0.10
H -1.07 1.68 -0.23
H 1.24 0.78 -0.89
H 0.98 -0.84 -0.22
H 0.19 0.39 -4.10
H 0.44 1.77 -2.85
H -1.28 0.91 -3.04
H 1.17 -2.17 -1.85
H 1.95 -1.12 -2.83
H 0.51 -2.22 -3.32
O 4.27 -1.82 -1.87
H 3.63 -2.54 -1.45
H 3.87 -1.00 -2.06
O 1.43 3.52 -1.95
H 0.73 4.05 -1.34
H 0.78 3.30 -2.58
O -4.10 -0.37 2.25
H -3.41 -0.85 2.75
H -3.63 0.15 1.57
O 4.15 0.12 0.43
H 3.64 -0.56 0.89
H 5.07 -0.07 0.31
O 3.37 1.45 -2.15
H 3.40 2.30 -2.44
H 3.37 1.28 -1.27
O -3.33 2.89 0.94
H -3.15 3.57 1.54
H -3.70 3.42 0.22
O -2.77 -1.65 -1.22
H -2.04 -1.15 -1.55
H -3.30 -2.20 -1.64
O -2.62 -2.34 1.38
H -2.30 -2.11 0.54
H -3.54 -1.92 1.32
O -1.63 -2.28 3.87
H -0.90 -2.85 3.92
H -2.04 -2.46 3.01
O 2.41 -2.21 1.41
H 1.47 -2.10 1.47
H 2.57 -1.55 2.08
```